Entry 1:
{
  "formula": "C19H33BrCl10N2O3",
  "method": "ωB97M-V/def2-TZVPD",
  "molar_mass_g_mol": 771.9,
  "smiles": "C[C@@](Br)(C#N)[C@@H](C#N)COCOCCO.ClCCCl.ClCCCl.ClCCCl.ClCCCl.ClCCCl",
  "multiplicity": 1,
  "largest_force_ev_per_a": 0.85,
  "homo_lumo_gap_ha": 0.371,
  "homo_energy_ev": -9.683,
  "species": ["C", "C", "Br", "C", "N", "C", "C", "N", "C", "O", "C", "O", "C", "C", "O", "H", "H", "H", "H", "H", "H", "H", "H", "H", "H", "H", "H", "H", "Cl", "C", "C", "Cl", "H", "H", "H", "H", "Cl", "C", "C", "Cl", "H", "H", "H", "H", "Cl", "C", "C", "Cl", "H", "H", "H", "H", "Cl", "C", "C", "Cl", "H", "H", "H", "H", "Cl", "C", "C", "Cl", "H", "H", "H", "H"],
  "positions_angstrom": [[4.725, -4.053, -1.842], [5.203, -2.608, -1.665], [5.765, -2.345, 0.187], [6.384, -2.452, -2.515], [7.271, -2.346, -3.233], [4.130, -1.530, -2.040], [4.141, -1.290, -3.483], [4.183, -1.021, -4.598], [2.726, -1.874, -1.524], [1.754, -0.995, -2.040], [1.088, -1.435, -3.210], [-0.259, -1.710, -3.001], [-0.594, -2.298, -1.746], [-1.788, -3.197, -1.990], [-1.464, -4.081, -3.074], [5.508, -4.765, -1.609], [4.336, -4.167, -2.854], [3.896, -4.228, -1.159], [4.442, -0.618, -1.531], [2.437, -2.906, -1.711], [2.740, -1.733, -0.442], [1.623, -2.283, -3.657], [1.130, -0.620, -3.933], [0.199, -2.919, -1.328], [-0.882, -1.483, -1.076], [-2.665, -2.604, -2.253], [-1.981, -3.810, -1.109], [-1.848, -4.941, -2.882], [4.949, -3.100, 3.444], [6.100, -2.581, 4.706], [6.588, -1.175, 4.481], [7.636, -1.053, 3.042], [6.922, -3.292, 4.720], [5.576, -2.642, 5.658], [7.179, -0.849, 5.334], [5.760, -0.482, 4.352], [2.981, -3.094, 7.489], [3.340, -2.162, 8.965], [4.110, -0.904, 8.658], [5.764, -1.264, 8.097], [3.890, -2.807, 9.645], [2.387, -1.904, 9.423], [4.202, -0.295, 9.555], [3.618, -0.314, 7.889], [-5.279, 1.045, -1.108], [-4.125, 1.909, -0.063], [-2.696, 1.604, -0.427], [-2.246, -0.082, -0.046], [-4.341, 1.641, 0.967], [-4.316, 2.974, -0.193], [-2.026, 2.247, 0.142], [-2.512, 1.762, -1.486], [-6.243, 3.885, -3.170], [-7.147, 2.669, -4.103], [-8.350, 3.261, -4.790], [-9.612, 3.756, -3.630], [-7.429, 1.870, -3.421], [-6.463, 2.264, -4.847], [-8.797, 2.519, -5.449], [-8.080, 4.133, -5.380], [-5.417, 6.055, -0.249], [-6.767, 7.218, -0.233], [-6.870, 7.980, -1.528], [-5.507, 9.105, -1.757], [-6.624, 7.885, 0.614], [-7.678, 6.644, -0.074], [-7.780, 8.578, -1.527], [-6.896, 7.307, -2.381]],
  "lowdin_charge": [-0.095, -0.799, 0.793, -0.290, 0.202, -0.273, -0.194, 0.209, -0.193, -0.095, -0.239, -0.080, -0.215, -0.223, -0.065, 0.091, 0.105, 0.075, 0.141, 0.111, 0.134, 0.136, 0.137, 0.121, 0.005, 0.116, 0.122, 0.079, 0.510, -0.664, -0.670, 0.531, 0.073, 0.009, 0.055, 0.071, 0.550, -0.661, -0.648, 0.575, 0.068, 0.074, 0.074, 0.070, 0.540, -0.653, -0.623, 0.637, 0.069, 0.052, 0.076, 0.075, 0.518, -0.670, -0.665, 0.530, 0.056, 0.076, 0.072, 0.066, 0.524, -0.658, -0.665, 0.536, 0.067, 0.074, 0.073, 0.060]
}

=====

Entry 2:
{
  "formula": "C4H10N2O3P",
  "method": "ωB97M-V/def2-TZVPD",
  "molar_mass_g_mol": 165.1,
  "smiles": "N#COCP(=[NH2+])(CO)CO",
  "multiplicity": 1,
  "de_lowest_kcal_mol": 52.10,
  "largest_force_ev_per_a": 6.39,
  "homo_lumo_gap_ha": 0.409,
  "homo_energy_ev": -14.666,
  "total_charge": 1,
  "species": ["N", "C", "O", "C", "P", "N", "C", "O", "C", "O", "H", "H", "H", "H", "H", "H", "H", "H", "H", "H"],
  "positions_angstrom": [[-1.598, -2.845, 1.818], [-0.546, -2.500, 1.533], [0.598, -2.141, 1.147], [0.984, -1.463, -0.088], [-0.079, 0.078, -0.322], [-1.519, -0.556, -0.815], [-0.224, 0.963, 1.216], [-0.801, 2.176, 0.777], [0.759, 1.163, -1.472], [2.151, 0.965, -1.308], [0.685, -2.282, -0.852], [2.009, -1.280, 0.009], [-1.900, -1.361, -0.529], [-2.263, 0.181, -0.779], [-0.975, 0.325, 1.748], [0.605, 1.122, 2.000], [-1.372, 2.537, 1.384], [0.544, 2.300, -1.159], [0.378, 0.822, -2.557], [2.561, 1.796, -1.752]],
  "lowdin_charge": [0.194, -0.403, -0.031, -0.106, 0.962, -0.008, -0.300, -0.070, -0.338, -0.125, 0.166, 0.094, 0.014, 0.126, 0.115, 0.161, 0.068, 0.158, 0.158, 0.165]
}

=====

Entry 3:
{
  "formula": "C3H6N2",
  "method": "ωB97M-V/def2-TZVPD",
  "molar_mass_g_mol": 70.1,
  "multiplicity": 1,
  "de_lowest_kcal_mol": 92.53,
  "largest_force_ev_per_a": 1.54,
  "homo_lumo_gap_ha": 0.315,
  "homo_energy_ev": -7.537,
  "species": ["N", "C", "C", "C", "N", "H", "H", "H", "H", "H", "H"],
  "positions_angstrom": [[0.230, -0.012, 0.346], [-1.159, -0.066, 0.219], [0.954, 1.212, -0.213], [1.167, -0.083, -0.861], [-1.820, -0.745, 1.043], [0.559, -0.531, 1.161], [-2.826, -0.705, 0.919], [-1.523, 0.524, -0.627], [1.765, 1.461, 0.487], [0.623, -0.320, -1.770], [2.031, -0.736, -0.704]],
  "lowdin_charge": [-0.135, -0.261, -0.136, -0.163, 0.120, 0.166, 0.053, 0.134, 0.032, 0.089, 0.102]
}

=====

Entry 4:
{
  "formula": "C3H8IOZn",
  "method": "ωB97M-V/def2-TZVPD",
  "molar_mass_g_mol": 252.4,
  "multiplicity": 1,
  "de_lowest_kcal_mol": 104.59,
  "largest_force_ev_per_a": 15.90,
  "homo_lumo_gap_ha": 0.214,
  "homo_energy_ev": -13.518,
  "total_charge": 1,
  "species": ["Zn", "I", "C", "C", "C", "O", "H", "H", "H", "H", "H", "H", "H", "H"],
  "positions_angstrom": [[0.180, -2.254, 3.221], [-1.157, -1.272, 2.223], [-1.131, 0.168, -0.946], [0.352, -0.115, -0.693], [1.161, 1.078, -0.163], [0.493, -1.245, 0.220], [-1.736, -0.737, -0.988], [-1.158, 0.804, -1.831], [-1.644, 0.773, -0.198], [0.913, -0.365, -1.594], [0.941, 1.866, -0.883], [2.245, 1.016, -0.067], [0.667, 1.381, 0.760], [-0.124, -1.097, 0.940]],
  "lowdin_charge": [0.587, 1.039, -0.073, -0.454, -0.049, -0.253, 0.081, 0.093, 0.064, 0.139, 0.085, 0.088, 0.070, -0.418]
}

=====

Entry 5:
{
  "formula": "C16H42F6N3O7PPb",
  "method": "ωB97M-V/def2-TZVPD",
  "molar_mass_g_mol": 740.7,
  "multiplicity": 1,
  "largest_force_ev_per_a": 2.88,
  "homo_lumo_gap_ha": 0.283,
  "homo_energy_ev": -7.572,
  "species": ["Pb", "O", "H", "P", "F", "F", "F", "F", "F", "F", "C", "C", "C", "O", "C", "N", "H", "H", "H", "H", "H", "H", "H", "H", "H", "H", "H", "C", "C", "C", "O", "C", "N", "H", "H", "H", "H", "H", "H", "H", "H", "H", "H", "H", "C", "C", "C", "O", "C", "N", "H", "H", "H", "H", "H", "H", "H", "H", "H", "H", "H", "C", "C", "O", "C", "O", "O", "C", "H", "H", "H", "H", "H", "H", "H", "H"],
  "positions_angstrom": [[-31.145, -5.242, 20.130], [-31.271, -7.400, 21.065], [-31.890, -8.105, 20.790], [-33.292, -1.695, 18.464], [-34.289, -1.598, 19.767], [-34.416, -2.419, 17.542], [-33.886, -0.218, 18.101], [-32.293, -1.718, 17.140], [-32.098, -1.085, 19.353], [-32.782, -3.175, 18.833], [-28.760, -1.073, 20.602], [-29.042, -2.602, 20.653], [-29.683, -3.021, 22.025], [-30.009, -4.448, 22.102], [-29.078, -5.130, 22.881], [-30.011, -2.970, 19.645], [-28.152, -0.795, 19.740], [-28.191, -0.697, 21.452], [-29.737, -0.612, 20.453], [-28.121, -3.167, 20.514], [-30.626, -2.481, 22.117], [-29.145, -2.646, 22.895], [-28.903, -6.111, 22.440], [-29.504, -5.227, 23.879], [-28.069, -4.723, 22.955], [-29.603, -2.956, 18.721], [-30.805, -2.363, 19.504], [-27.287, -7.102, 18.044], [-28.451, -6.127, 18.302], [-29.648, -6.414, 17.381], [-30.713, -5.400, 17.451], [-31.574, -5.323, 16.310], [-28.816, -6.271, 19.717], [-26.923, -6.866, 17.044], [-27.589, -8.148, 18.089], [-26.504, -7.071, 18.802], [-28.153, -5.116, 18.024], [-30.062, -7.409, 17.541], [-29.131, -6.395, 16.421], [-32.411, -4.692, 16.609], [-32.028, -6.235, 15.923], [-31.058, -4.848, 15.474], [-29.088, -7.189, 20.038], [-27.993, -6.115, 20.282], [-32.940, -4.902, 23.618], [-33.811, -4.764, 22.361], [-35.209, -4.177, 22.630], [-35.164, -2.784, 23.226], [-36.517, -2.346, 23.370], [-32.997, -4.006, 21.455], [-32.666, -3.887, 23.907], [-32.063, -5.512, 23.402], [-33.537, -5.398, 24.383], [-33.959, -5.796, 22.045], [-35.789, -4.809, 23.303], [-35.694, -4.044, 21.663], [-37.023, -3.143, 23.915], [-37.034, -2.239, 22.416], [-36.514, -1.420, 23.945], [-33.590, -3.534, 20.786], [-32.650, -3.145, 21.854], [-32.718, -10.175, 17.824], [-32.550, -8.697, 18.186], [-33.873, -8.315, 18.505], [-34.160, -7.051, 18.764], [-33.282, -6.184, 18.827], [-35.506, -6.982, 18.913], [-36.094, -5.695, 19.162], [-31.801, -10.472, 17.315], [-33.544, -10.333, 17.132], [-32.892, -10.773, 18.719], [-32.221, -8.129, 17.315], [-31.800, -8.533, 18.960], [-35.580, -5.100, 19.917], [-37.029, -5.956, 19.656], [-36.228, -5.241, 18.180]],
  "lowdin_charge": [1.511, -0.522, -0.080, 0.201, -0.172, -0.165, -0.160, -0.182, -0.161, -0.215, -0.034, -0.383, -0.139, -0.363, -0.115, -0.033, 0.078, 0.076, 0.076, 0.135, 0.117, 0.130, 0.079, 0.102, 0.099, 0.097, 0.036, -0.054, -0.402, -0.161, -0.307, -0.084, -0.032, 0.080, 0.084, 0.079, 0.141, 0.118, 0.125, 0.084, 0.083, 0.093, 0.066, 0.079, -0.041, -0.422, -0.124, -0.198, -0.117, -0.022, 0.086, 0.063, 0.085, 0.136, 0.121, 0.097, 0.075, 0.085, 0.089, 0.051, 0.082, -0.047, -0.220, 0.037, -0.519, -0.019, 0.006, -0.005, 0.076, 0.082, 0.082, 0.106, 0.095, 0.066, 0.098, 0.110]
}

=====

Entry 6:
{
  "formula": "C5H14",
  "method": "ωB97M-V/def2-TZVPD",
  "molar_mass_g_mol": 74.2,
  "smiles": "CCC.CC",
  "multiplicity": 1,
  "de_lowest_kcal_mol": 10.26,
  "largest_force_ev_per_a": 1.76,
  "homo_lumo_gap_ha": 0.455,
  "homo_energy_ev": -11.259,
  "species": ["C", "C", "C", "H", "H", "H", "H", "H", "H", "H", "H", "C", "C", "H", "H", "H", "H", "H", "H"],
  "positions_angstrom": [[-0.045, 0.130, -1.709], [1.014, -0.992, -1.921], [0.649, -2.265, -1.182], [0.406, 1.014, -2.159], [-0.171, 0.281, -0.640], [-0.995, -0.109, -2.179], [1.070, -1.134, -2.988], [1.977, -0.538, -1.697], [0.354, -3.080, -1.836], [1.536, -2.708, -0.705], [-0.051, -2.144, -0.357], [-1.157, 1.855, 1.706], [-0.276, 1.027, 2.664], [-0.601, 2.655, 1.216], [-1.614, 1.213, 0.958], [-1.955, 2.385, 2.231], [0.772, 1.187, 2.431], [-0.396, -0.040, 2.466], [-0.517, 1.261, 3.701]],
  "lowdin_charge": [-0.113, -0.310, -0.125, 0.066, 0.041, 0.071, 0.086, 0.093, 0.064, 0.067, 0.065, -0.173, -0.162, 0.060, 0.044, 0.057, 0.055, 0.054, 0.060]
}

=====

Entry 7:
{
  "formula": "C5H5ClF2",
  "method": "ωB97M-V/def2-TZVPD",
  "molar_mass_g_mol": 138.5,
  "smiles": "C=C(C)C(Cl)=C(F)F",
  "multiplicity": 1,
  "de_lowest_kcal_mol": 64.39,
  "largest_force_ev_per_a": 4.63,
  "homo_lumo_gap_ha": 0.366,
  "homo_energy_ev": -9.336,
  "species": ["C", "C", "C", "C", "Cl", "C", "F", "F", "H", "H", "H", "H", "H"],
  "positions_angstrom": [[-1.579, -1.329, -1.118], [-0.288, -1.165, -0.630], [0.517, -2.540, -0.366], [0.224, 0.080, -0.032], [1.802, 0.790, -0.550], [-0.607, 0.821, 0.758], [-0.132, 1.962, 1.373], [-1.902, 0.570, 0.947], [-2.269, -0.552, -1.069], [-2.169, -2.357, -1.352], [1.465, -2.433, -1.123], [1.121, -2.500, 0.661], [-0.088, -3.583, -0.325]],
  "lowdin_charge": [0.048, -0.362, -0.100, -0.530, 0.634, -0.317, 0.063, 0.129, 0.018, 0.121, 0.100, 0.090, 0.107]
}

=====

Entry 8:
{
  "formula": "C5H38N2O12",
  "method": "ωB97M-V/def2-TZVPD",
  "molar_mass_g_mol": 318.4,
  "multiplicity": 1,
  "de_lowest_kcal_mol": 166.40,
  "largest_force_ev_per_a": 6.42,
  "homo_lumo_gap_ha": 0.356,
  "homo_energy_ev": -9.442,
  "species": ["C", "N", "C", "C", "C", "N", "C", "H", "H", "H", "H", "H", "H", "H", "H", "H", "H", "H", "H", "H", "H", "H", "H", "O", "H", "H", "O", "H", "H", "O", "H", "H", "O", "H", "H", "O", "H", "H", "O", "H", "H", "O", "H", "H", "O", "H", "H", "O", "H", "H", "O", "H", "H", "O", "H", "H", "O"],
  "positions_angstrom": [[-2.035, 2.999, 1.666], [-1.405, 3.130, 0.393], [-1.213, 1.744, -0.331], [0.115, 1.619, -1.060], [0.420, 0.343, -1.886], [1.252, -0.656, -1.215], [-2.332, 1.571, -1.437], [-2.892, 2.132, 1.729], [-1.167, 2.476, 2.307], [-2.335, 3.973, 2.125], [-2.009, 3.680, -0.078], [-1.402, 0.872, 0.369], [0.075, 2.472, -1.839], [0.840, 2.047, -0.235], [-0.344, -0.201, -2.278], [1.066, 0.526, -2.883], [0.753, -1.359, -0.736], [1.913, -0.237, -0.592], [-3.347, 1.831, -1.105], [-2.393, 0.632, -1.778], [-1.902, 2.217, -2.130], [3.008, -0.609, 2.198], [2.897, 0.349, 1.033], [2.467, 0.020, 1.738], [-2.251, -3.682, -0.753], [-1.855, -2.613, -1.712], [-2.673, -2.917, -1.229], [-2.026, -1.630, 2.695], [-2.157, -2.831, 3.482], [-1.639, -2.021, 3.438], [0.616, -2.614, -2.252], [-0.007, -4.005, -2.014], [-0.094, -3.136, -1.812], [3.144, -3.513, -0.967], [2.336, -2.754, -2.056], [2.639, -3.553, -1.682], [2.302, 4.099, -0.930], [2.772, 3.430, -2.295], [2.908, 3.532, -1.379], [-3.227, -1.542, -0.151], [-4.368, -2.047, 0.758], [-3.848, -1.211, 0.515], [0.210, 4.058, 0.909], [0.337, 5.073, -0.325], [0.866, 4.516, 0.269], [-0.926, -4.387, 1.942], [-1.855, -3.172, 1.593], [-1.578, -4.094, 1.332], [4.541, 1.743, -0.618], [3.095, 1.665, -1.126], [3.808, 1.156, -0.754], [2.021, -3.869, 1.285], [3.102, -2.998, 0.736], [2.935, -3.878, 1.088], [-0.200, 1.196, 2.512], [0.976, 0.197, 2.696], [0.066, 0.228, 2.830]],
  "lowdin_charge": [-0.147, -0.118, -0.326, -0.172, -0.230, 0.015, -0.031, 0.134, 0.082, 0.092, 0.051, 0.139, 0.123, 0.133, 0.058, 0.152, 0.044, 0.021, 0.095, 0.020, 0.052, 0.065, -0.055, 0.015, 0.042, 0.034, -0.107, -0.023, 0.037, -0.031, 0.047, 0.012, -0.027, -0.069, -0.007, 0.020, -0.006, 0.034, -0.026, -0.030, 0.078, -0.112, 0.067, 0.051, -0.116, 0.022, 0.035, -0.053, 0.043, -0.015, -0.050, 0.021, 0.028, -0.017, 0.056, -0.067, -0.080]
}